DFT (wB97M-V/def2-TZVPD) results for C85H98B4Cl2F21N15O7S3 as an isolated structure in a non-equilibrium geometry.

HOMO energy = -16.735 eV
Largest force on an atom = 4.36 eV Å⁻¹
E_tot = -8956.2704 Eh
Kohn-Sham gap = 6.07 eV

```
! RIJCOSX wB97M-V def2-TZVPD def2/J DEFGRID3
* xyz 6 1
C -3.5700 -1.9871 5.4603
N -1.2205 0.0952 0.1702
C -9.3491 1.7059 4.0825
O -2.7446 -6.1754 3.9060
C 2.1259 -0.3047 2.8443
H 1.3217 -3.3887 -4.0257
C -6.2553 2.7276 -0.7329
H -8.4723 -5.5965 4.4730
N 2.0433 -1.5609 2.3556
H -0.6029 -6.7443 -2.6833
H 8.1590 -8.4585 0.8667
O -1.6328 -0.7402 -2.1898
H 6.7328 -4.8246 -6.3359
C 2.7974 -7.3053 4.2535
F -3.4910 4.7398 0.4666
C -1.8637 -5.8528 -0.7292
H 0.6334 7.1750 -1.9697
N 9.5661 -5.6879 -0.5028
C 4.1733 1.2758 0.1362
H -10.7318 2.1336 6.1952
H 7.0124 1.5057 -1.7664
H -9.3019 0.9507 4.9028
F -0.5680 -6.4651 5.8524
H -2.9597 -2.2718 6.3288
C -8.3323 1.9619 3.1542
C -0.7884 12.2527 -5.4322
C -9.7580 3.7398 2.2580
H -7.6115 5.3696 1.5260
H -4.9498 5.3772 -2.0849
C -0.8942 -5.2702 5.4244
C 0.9529 -1.4184 -4.0604
H -5.6570 4.2114 -3.1287
F -4.4350 6.7588 -0.2467
C 0.2628 6.4224 2.2206
C -3.5193 -6.3373 0.9936
C -2.5083 -7.9788 -0.3518
O -0.5188 -5.6993 2.9792
C -11.2996 2.3810 5.3045
H 1.3199 -2.0960 4.1451
H 8.9596 -3.6935 -0.4580
B -3.2404 6.0440 0.0018
H 5.3225 -7.6715 4.8614
H -3.5292 -2.6423 4.6062
C -3.9137 0.3805 5.1798
H -7.2850 -5.8439 5.7919
H 6.9170 3.3627 -3.0071
F -0.8145 2.2679 -1.1066
C -0.7415 11.1590 -4.4012
F -2.4063 6.7663 0.9392
H 4.4707 -6.5434 -3.4309
H 3.5297 -1.1537 -0.5979
H -0.6946 7.7507 -4.3760
C -0.5984 8.7949 -4.0071
N 3.9780 -7.0971 3.3487
C -7.5575 -5.2875 4.8912
H 2.2380 -6.4036 4.3771
H -1.7413 -8.1499 -2.9095
H -3.7884 -8.5919 1.1506
H -0.3461 6.9248 1.4821
F 1.2958 -5.1639 -1.9513
C 2.5689 0.0521 -4.7352
C 7.3349 -6.3807 0.9680
H -7.3571 1.4228 3.1708
F 6.8467 -1.8484 -1.5113
H 2.7972 1.0677 -4.9515
C -1.8238 12.2442 -6.3842
C -2.6453 -5.4576 0.3632
C 10.7631 -5.4710 -1.3732
C 4.0237 -3.5000 -4.8062
C -1.0355 15.3535 -8.3352
H 2.2071 -8.1101 3.7666
H -11.9447 3.2599 5.3559
C -2.3947 1.7027 3.9226
F 4.6619 -1.9439 -2.2708
H 5.8234 4.7088 -2.6766
N -0.3636 8.9539 -2.7352
C -3.5510 1.6164 4.7027
C -0.3061 7.7310 -1.8312
F 6.1221 -3.6659 -2.8924
C -4.5333 -6.0226 1.9981
S -0.0550 1.1390 -0.3427
Cl -6.6233 -1.3036 4.0719
H -6.9196 -7.5754 3.8832
N 5.4667 -5.7849 -5.0235
H 11.0235 -4.5256 -1.7731
C 3.1124 -2.2976 -4.6964
C 5.3057 0.8226 -0.5461
F 6.4351 -3.3906 2.9532
H -4.5698 -1.8584 5.8240
H 0.4638 7.1580 3.0059
C -7.3056 4.6034 0.8299
C 7.5875 -5.0101 0.5093
C -7.0330 2.3333 0.3437
C -0.7667 4.4059 1.7893
S -2.1832 -0.5749 -0.8827
C -1.8074 3.0058 3.4474
F -2.5368 5.9338 -1.2414
H -1.1551 -5.1061 -1.1163
N -0.5238 5.3124 2.6835
C 0.0821 13.3224 -5.3996
C 4.4902 -5.6807 -4.0787
N -1.8768 -7.0978 -1.1221
H 6.9682 -4.2464 0.9247
F 4.2336 -3.9760 2.8053
C 9.3292 -6.9665 -0.1724
H -4.1974 -3.8866 1.9264
H 5.6526 -7.8966 -4.6761
F 0.2307 -4.5749 5.3179
C 1.4535 -2.6366 3.2121
C -3.2290 -7.6889 0.7512
H -1.2046 9.6022 -5.8316
H 0.1459 10.3122 -1.1955
H 2.2657 -3.3719 3.2406
C 3.7676 -6.7224 2.0660
H 11.6603 -5.7909 -0.8640
C -10.5797 3.5212 3.3310
O 0.9345 0.6452 -1.2839
B 5.2242 -2.9067 2.4798
C 3.7462 -4.5758 -3.9870
H -5.1786 -8.1147 2.2560
C -1.6976 0.5560 3.6824
C -6.5635 4.9566 -0.2990
H 4.4977 -0.7440 -5.3254
N 5.6448 2.9525 -1.4805
H -0.1231 -1.4115 -3.7963
C 8.7307 -4.7012 -0.1257
C -0.2438 10.2371 -2.2497
C 6.4151 3.9388 -2.2153
C 6.1585 -6.7613 1.7304
H -0.4886 4.6902 0.7837
H 0.5408 -3.0025 2.6704
C 6.3111 -7.2184 3.0187
C -1.9557 13.3073 -7.2898
C 3.7227 2.5937 -0.0745
H -12.0012 1.5903 5.0396
C 4.4413 3.3726 -0.9681
H -1.5970 -1.6142 4.0373
H 4.6296 -6.1116 0.2035
O -1.9561 -3.8019 3.5113
C 3.4178 0.3045 0.9320
H -0.2955 -8.2409 -1.7393
H -1.8338 3.8660 5.3993
H -1.9213 15.2665 -8.9063
H -11.4515 4.1026 3.5522
C -1.4719 3.9719 4.4224
H -7.2337 1.2889 0.4029
C -6.2657 -6.7886 3.4806
C 0.3401 0.9908 -4.3938
C 2.5384 -1.8456 1.1590
H -0.1226 15.3280 -8.9522
H -2.6873 13.4683 -8.1475
H -6.3626 5.9695 -0.4987
F 1.2423 -7.2801 -0.9529
H -1.8586 2.7506 1.1982
H -1.0456 16.2819 -7.7431
F -1.6798 -4.6137 6.2716
H -0.7662 0.6675 3.1298
N -6.4539 -5.5106 3.8466
C -8.5750 2.9900 2.2067
N 1.3267 -0.1552 -4.3193
H 1.7043 -0.1098 3.8327
H 10.7035 -6.1609 -2.1635
O -2.8985 -1.6729 -0.2635
C -5.1658 4.2957 -2.1692
H -2.4031 -9.0141 -0.6926
H 5.6886 -0.1661 -0.4522
N -3.1471 -0.6895 5.0029
C -0.8788 9.8625 -4.7785
C -0.0333 14.2707 -6.3961
C 3.1474 -0.9295 0.3555
C -1.0706 -7.6414 -2.1961
H -4.8326 0.1739 5.6681
C 4.8623 -6.5766 1.1983
H 6.3946 -7.2606 -6.1917
O 0.4267 1.9067 0.7913
H -2.6493 -4.4432 0.6926
C -2.1158 -0.6370 4.2082
F 1.7410 -5.4050 0.3508
H -2.6314 11.4456 -6.5452
C 5.0469 -3.5901 -5.7307
C -5.3089 -7.0606 2.5520
H -0.5161 5.7955 4.8344
H 2.8480 2.9816 0.4173
F 6.3122 -1.5659 -3.8036
C -0.4331 11.3491 -3.0343
H -5.8020 1.9417 -1.3027
C 5.2067 -7.3171 3.8067
H 3.0410 1.6427 2.5979
N -6.0393 4.0194 -1.0164
C 1.8110 -2.4370 -4.1963
H -6.1040 -3.4530 3.6759
H -0.2116 12.3462 -2.6734
C 3.5000 -1.0075 -4.9994
H 10.0561 -7.7108 -0.5967
H 7.2349 -7.0809 -4.7110
C 6.2312 -7.0926 -5.1275
F 4.6636 -1.7394 3.0504
F 3.2658 -6.2706 -1.1985
H 7.1590 4.3183 -1.5622
C 5.8432 -4.7234 -5.7491
H 0.8035 1.7263 -4.9995
C 6.0595 1.7116 -1.2772
C -0.7583 5.0726 4.0442
H 5.3671 -2.7458 -6.1854
C 8.2164 -7.3821 0.5847
S -1.6221 -5.2293 3.7582
H -4.1681 2.5333 4.8900
C -1.5296 3.2674 2.1059
C 2.8662 0.6627 2.1980
H -1.1629 7.1407 -2.0668
H -7.4265 -4.1999 5.1169
N -0.9814 14.2503 -7.3174
C -7.6323 3.3229 1.1750
B 1.9047 -6.0520 -0.9063
Cl 1.4893 5.2112 -0.7102
H 2.7126 -6.6827 1.7230
B 6.0116 -2.2726 -2.5424
H 7.2502 -7.4606 3.4997
H 0.7124 15.0826 -6.4023
C -5.8052 -4.4558 3.2760
H -0.3439 8.0714 -0.8399
H -0.5005 0.4513 -4.8118
H 3.1156 -7.6234 5.2883
H -4.3372 3.6103 -2.1759
C -4.8010 -4.7105 2.3241
H 1.1507 6.0090 1.7532
F 5.2875 -2.7535 1.1171
H 0.1596 1.1794 -3.2949
H 0.9338 13.3199 -4.7478
H 4.0693 4.4102 -1.1241
H 2.9089 -4.6149 -3.2955
H -9.8866 4.4911 1.5844
F -3.2052 0.6603 -1.0525
N -10.3512 2.5357 4.1836
H 2.3929 -2.8705 0.8342
*
```



DFT (wB97M-V/def2-TZVPD) results for C4H8N2P as an isolated structure in a non-equilibrium geometry.

HOMO energy (spin up / spin down) = -11.960 / -12.756 eV
Largest force on an atom = 5.46 eV Å⁻¹
E_tot = -607.6331 Eh
Relative energy (zero: lowest compared OMol25 entry of this formula, charge and spin) = 5.108 eV
Kohn-Sham gap (spin up / spin down) = 6.88 / 7.99 eV

```
! RIJCOSX wB97M-V def2-TZVPD def2/J DEFGRID3
* xyz 1 1
H -0.8519 -1.2216 0.6535
H 1.4719 -2.4558 0.8406
H -2.1080 2.0973 0.5913
N -0.8520 0.7426 0.6638
H -1.5454 2.0137 -1.9279
C 1.8962 -1.5106 0.6290
H 4.5985 -2.4862 0.9477
H -2.1972 0.2351 -1.6543
H -3.2618 1.5357 -1.2293
H 1.6906 0.4195 0.1330
N 1.1680 -0.4005 0.3747
C -2.2414 1.2446 -1.3033
C -1.7949 1.2957 0.0644
C -0.1567 -0.3421 0.4886
P 4.1841 -1.1675 0.7283
*
```



DFT (wB97M-V/def2-TZVPD) results for a 8-piece molecular cluster, C42H96F2O30P6 overall in a non-equilibrium geometry.

HOMO energy = -10.079 eV
Largest force on an atom = 2.47 eV Å⁻¹
E_tot = -6163.5737 Eh
Kohn-Sham gap = 10.25 eV

```
! RIJCOSX wB97M-V def2-TZVPD def2/J DEFGRID3
* xyz 0 1
O 1.6450 -4.2621 -5.7554
C 1.2023 -3.8663 -7.0680
O -0.2790 -3.5271 0.0420
H -3.5331 -2.2190 2.0027
O 4.0414 -3.3856 -6.1790
H -4.9996 0.8152 3.5611
H 0.0990 -9.2766 -1.1267
O 6.5344 0.3415 -4.2248
C 3.8792 6.4781 0.3868
O 4.3809 -5.1181 4.8074
C 3.8181 -2.1479 -3.4948
O 4.0988 -5.2315 2.5972
C 5.0073 2.4710 -1.6430
H 9.7009 -0.4507 -3.5822
F 1.0527 -11.3850 1.1994
H 0.4263 -11.5705 -0.6570
P 0.4729 -2.6969 1.1399
C 1.8084 2.5450 3.8318
H -3.3714 1.1433 4.2541
C -2.8330 -1.7189 1.3371
C -9.1228 4.0457 0.2633
H 2.2630 -6.0796 2.6917
H -3.7697 1.7462 0.2434
H 1.1673 6.0348 -2.4741
H -0.6875 -3.8037 -8.0838
O -3.8699 3.4838 4.6418
O -0.3996 -8.7640 0.7298
H 4.2325 -6.5727 -2.4391
C -5.7682 2.2762 -0.4575
H 4.5361 1.2008 0.0730
C 0.3511 -4.5000 -0.7842
H -0.6111 -4.8370 -6.6803
H 0.7884 4.8718 -0.4031
H -0.3368 -4.8210 -1.5625
O 5.9948 2.2248 -2.6986
H -3.5997 7.1686 6.1240
H 4.5370 -1.9150 -4.2738
C -10.1907 -0.2362 0.1684
H 4.1449 2.7991 -2.2136
H 1.9336 3.4914 4.3486
H 3.3451 -1.2740 -3.0566
H -9.2210 4.7990 -1.7645
H 3.8666 -3.3082 -1.6507
C -3.0714 7.3627 5.1960
C 2.9805 -0.4358 1.6186
P 2.9025 4.1746 1.1591
H 3.7998 -1.9344 0.3947
H 0.9280 3.4243 -1.3442
F 3.6145 -7.1534 5.2254
H 1.8294 -5.6013 0.5063
H 3.2385 7.2830 0.0173
C 2.9187 -1.8308 1.0341
C 0.2235 -10.9263 0.1944
C 1.4638 4.3382 -1.0735
H 0.2241 -6.0363 0.8202
C 4.8149 -4.6751 3.5960
H -3.2372 -0.8165 0.8841
C 3.1666 -6.3628 -2.4383
O 3.5739 -5.2950 -4.5663
H 2.8450 0.3700 0.9019
H -8.5108 -1.5307 0.4624
O -6.3083 3.9237 4.8434
H 5.2227 -3.6153 -2.8009
C -4.1814 2.9065 3.3619
O -4.7033 4.5748 6.7583
C -7.9860 5.3315 5.9273
C 1.7532 5.1239 -2.3311
H -3.6314 1.0508 2.5340
O -8.7574 2.6782 0.0811
H 0.1649 2.4785 2.5629
H -10.2231 0.6976 -0.3837
H -7.5761 4.5465 -1.1886
H -8.0779 5.7893 4.9421
H -8.1846 3.2876 5.2840
H -6.4927 1.9416 -1.2115
H -10.2119 4.1207 0.2770
H 8.1726 0.7393 -5.3872
H 1.2389 1.8051 4.4031
P 5.5422 1.5442 -4.0412
C 2.6672 -6.1386 -3.8782
H -5.5321 3.2449 -0.9119
H 3.4685 -7.2924 3.0205
H 3.6968 0.7716 -1.3498
O 1.4966 3.9580 1.8385
H 1.6630 -5.7210 -3.8491
H 5.1085 -2.1061 -1.7911
O 5.7460 -3.9598 3.4468
H 2.7786 5.5106 -2.2837
O 1.7063 -2.0933 0.3513
H -8.8132 4.4210 1.2411
H 1.6181 -2.8717 -7.2523
H -7.4234 5.9485 6.6247
H 5.3587 3.1135 -0.8450
C -8.5739 4.8589 -0.8899
H -3.8025 6.9353 3.2040
H 1.6162 1.8732 1.8079
C 3.2652 -5.9430 4.6345
H 2.9498 -5.4283 -1.9190
C -3.5399 6.3764 4.0993
H 1.6949 4.6013 -3.2851
O -4.7918 5.8324 4.5509
H 2.7707 2.0214 3.8216
H -1.6055 -0.4563 2.6415
H -1.4443 -2.2468 2.8682
O 3.0077 5.7474 1.2777
O 4.0311 3.3987 1.6597
H 3.9917 -0.3420 2.0220
H 3.3118 3.6343 -4.6338
H -0.7120 -3.0668 -6.4413
C 5.0524 7.0580 1.1625
H -10.5864 -0.9798 -0.5342
H 5.6622 3.8572 -6.5586
H -10.9916 -0.2816 0.9142
P -4.9096 4.4580 5.3328
H 2.3655 -5.6515 5.1628
O -1.0587 -10.8979 0.7159
C 4.6733 1.1262 -1.0059
O -7.8600 0.4433 0.4988
C -4.5830 1.3688 -0.3718
P -7.8539 1.8776 1.1247
H -2.7625 5.6516 3.8748
H 1.1864 -4.0384 -1.3198
H -4.8724 0.3663 -0.0377
C 0.4946 -9.4690 -0.1191
H 2.2328 -0.3001 2.4028
H -8.9943 5.2752 6.3489
H 8.2069 1.4070 -3.6670
C 5.3533 3.7710 -5.5146
C 4.5687 -2.8663 -2.3588
H -8.8714 -0.5365 1.9013
H 5.4551 6.3367 1.8739
H -5.0817 3.2601 2.8603
H 2.5962 -7.1379 -1.9300
H 5.6615 4.6655 -4.9737
H -8.5302 5.9103 -0.5937
O 2.6490 3.9384 -0.3935
C -4.0845 1.3969 3.4707
H 5.3971 0.3287 -1.1719
H -3.1607 8.4044 4.8966
C -0.3084 -3.8590 -7.0641
O 4.1698 1.0666 -4.1995
H 3.4163 4.5084 -6.1137
H -2.5489 -2.3588 0.5026
C 0.8603 -5.6719 0.0046
O -8.3502 1.9887 2.4961
H 4.1737 5.9286 -0.5063
H -4.2104 1.0718 -1.3580
P 3.0917 -3.9309 -5.2244
C -1.5720 -1.4289 2.1603
O -6.4098 2.4268 0.8020
C -7.4462 3.9326 5.7502
C 1.2255 2.6844 2.4209
O 2.7348 -2.9763 -3.9947
H 8.5620 -1.4915 -4.3965
O 0.7820 -3.3963 2.3897
C 7.9684 0.5772 -4.3351
C 8.6345 -0.6394 -3.7159
O -0.4035 -1.3840 1.2964
C 3.8432 3.6493 -5.5877
H 1.6331 -4.4882 -7.8532
C 3.2528 -6.2299 3.1264
H 0.9545 -6.6178 -0.5370
H 5.8720 7.1363 0.4420
H 4.7718 7.9863 1.6445
H 3.5595 2.7495 -6.1304
O 6.0512 2.5727 -5.1450
H -3.3955 3.2675 2.6864
O -2.3416 -9.3259 1.7143
H 8.1549 -0.9146 -2.7815
H -7.0823 3.5147 6.6879
H -2.0066 7.1712 5.3529
H 2.6381 -7.1473 -4.2972
C -8.8608 -0.5641 0.8129
H 3.1419 -2.5562 1.8211
H 1.5438 -9.1925 -0.1638
C -1.3621 -9.6301 1.1325
*
```



DFT (wB97M-V/def2-TZVPD) results for a 2-piece molecular cluster, C8H12Cl2P overall in a non-equilibrium geometry.

HOMO energy = -12.370 eV
Largest force on an atom = 5.36 eV Å⁻¹
E_tot = -1573.1898 Eh
Kohn-Sham gap = 8.29 eV

```
! RIJCOSX wB97M-V def2-TZVPD def2/J DEFGRID3
* xyz 1 1
C -2.8590 2.0887 0.5075
H -3.9375 2.3284 0.1220
H 0.1419 -0.3927 -0.1879
H 2.4748 -2.9218 -2.6848
P 1.9813 1.0217 2.0493
H 2.2462 1.3652 3.4280
H -0.5666 -3.0560 -2.1613
H -2.4784 0.1396 -1.0365
C -2.0221 0.8207 -0.1849
C 0.4473 -3.4629 -2.1074
C -2.1594 2.9816 1.7285
H -0.1226 3.3359 3.0926
H -2.7123 3.8686 2.2642
H 2.8122 1.8505 1.1653
H 0.4398 -4.4569 -2.5649
C -0.6046 2.6722 2.2570
H 1.2355 -2.5651 -3.8998
Cl 1.3593 -0.8803 -2.2744
Cl 0.8619 -3.6900 -0.3900
C -0.4832 0.4807 0.3141
C 1.4475 -2.5717 -2.8265
H 2.3404 -0.3662 1.8866
C 0.1575 1.4097 1.5033
*
```



Question: The highest E_tot belongs to which entry?
Answer: C4H8N2P



Repeat the fourth record exactly.
DFT (wB97M-V/def2-TZVPD) results for a 2-piece molecular cluster, C8H12Cl2P overall in a non-equilibrium geometry.

HOMO energy = -12.370 eV
Largest force on an atom = 5.36 eV Å⁻¹
E_tot = -1573.1898 Eh
Kohn-Sham gap = 8.29 eV

```
! RIJCOSX wB97M-V def2-TZVPD def2/J DEFGRID3
* xyz 1 1
C -2.8590 2.0887 0.5075
H -3.9375 2.3284 0.1220
H 0.1419 -0.3927 -0.1879
H 2.4748 -2.9218 -2.6848
P 1.9813 1.0217 2.0493
H 2.2462 1.3652 3.4280
H -0.5666 -3.0560 -2.1613
H -2.4784 0.1396 -1.0365
C -2.0221 0.8207 -0.1849
C 0.4473 -3.4629 -2.1074
C -2.1594 2.9816 1.7285
H -0.1226 3.3359 3.0926
H -2.7123 3.8686 2.2642
H 2.8122 1.8505 1.1653
H 0.4398 -4.4569 -2.5649
C -0.6046 2.6722 2.2570
H 1.2355 -2.5651 -3.8998
Cl 1.3593 -0.8803 -2.2744
Cl 0.8619 -3.6900 -0.3900
C -0.4832 0.4807 0.3141
C 1.4475 -2.5717 -2.8265
H 2.3404 -0.3662 1.8866
C 0.1575 1.4097 1.5033
*
```